1.
40
Properties=species:S:1:pos:R:3:lowdin_charge:R:1 method="wB97M-V/def2-TZVPD" relative_energy_ev=0.875 homo_ev=-6.57 total_energy_ev=-61875.480 mol_weight_g_mol=414.88 orbital_gap_ha=0.235
S 2.50260 -0.79816 -1.66231 0.4074
H -1.68060 -0.46786 5.31679 0.0549
P -1.04860 -0.26056 2.98079 0.5526
C -1.24740 4.58454 -0.98531 -0.1137
C -0.87580 2.11554 -0.80991 -0.3406
H -2.30240 4.44154 -0.75771 0.0652
H -3.22000 0.82244 3.28499 0.0586
C 3.18220 -4.16346 -3.70511 -0.1235
H 1.22420 3.64144 -1.73911 0.0813
C 1.07210 3.72114 -0.66391 -0.1074
Cl -0.33450 -2.51396 -1.46771 0.6392
H -0.95200 5.56884 -0.63111 0.0609
H -0.03690 -1.07866 5.00159 0.0597
H -1.92270 1.97024 2.88009 0.0644
H -1.00100 -2.64746 2.71609 0.0645
C 3.30290 -2.95936 -3.04971 -0.7052
Sr 0.46430 0.08324 0.08309 1.1687
H -0.52730 3.55384 0.75769 0.1045
H -0.03000 -4.83206 -2.91671 0.0970
H 1.70130 2.97474 -0.16811 0.0533
C -2.34090 0.98714 2.66849 -0.1483
C -0.39850 3.48324 -0.33241 -0.5859
H 4.03540 -4.55166 -4.23731 0.0997
C -1.76050 -1.88476 2.54429 -0.1517
H -2.03270 -1.88486 1.48819 0.0470
C 2.23920 -2.35426 -2.34421 -0.7819
H -0.84120 2.12164 -1.90511 0.0110
H -2.63930 -2.11316 3.14059 0.0603
C 1.05080 -3.09906 -2.31711 -0.6781
C -0.75530 -0.29116 4.77789 -0.1563
C 0.91650 -4.31406 -2.96651 -0.1344
H 1.87030 -5.78716 -4.19891 0.1002
H -0.32550 0.66404 5.07679 0.0610
H -2.61870 0.94594 1.61609 0.0453
H -1.12270 4.55814 -2.06571 0.0741
H 1.38330 4.71304 -0.34201 0.0701
O 0.20630 0.02204 2.24909 -0.6108
Cl 4.82070 -2.14326 -3.10041 0.6496
C 1.97660 -4.84986 -3.67531 -0.0954
H -1.93410 2.02214 -0.54081 -0.0173

***

2.
41
Properties=species:S:1:pos:R:3:lowdin_charge:R:1 method="wB97M-V/def2-TZVPD" relative_energy_ev=0.979 homo_ev=-11.29 total_energy_ev=-35837.105 mol_weight_g_mol=298.80 orbital_gap_ha=0.327 charge=+1
H 0.84744 1.85745 -1.67067 0.1182
H 2.69237 -5.80517 1.07996 0.0614
N 2.17697 -5.24241 0.41124 0.0306
C -0.61846 2.30637 1.33438 -0.0146
H 2.48499 -5.52679 -0.51273 0.0606
C -1.67959 0.49464 0.14096 -0.2907
H -2.27879 1.21118 2.07708 0.1153
H -5.09828 0.24095 -0.37490 0.0929
N 2.69138 -0.42678 0.68254 0.2048
H 2.66180 3.25830 -1.28597 0.1283
N 1.50102 -1.87371 -0.71833 0.2111
H 1.48625 3.81488 1.48117 0.1213
H -3.26206 -0.68641 1.89733 0.1398
C 2.69068 3.17276 -0.19478 -0.1745
O -2.53655 -0.52652 -0.03625 -0.0590
H -4.33045 1.32297 0.78836 0.0749
C 0.19416 1.71373 -0.82437 -0.0820
H 3.41167 -2.46434 1.77306 0.1283
H -4.47155 -2.20363 -0.45996 0.0891
C 0.28542 2.52237 0.30316 -0.2400
H -0.57271 2.92214 2.21964 0.1221
C 1.34416 3.58308 0.42464 -0.1139
N 3.04919 1.85156 0.13896 0.1669
H 2.53356 -3.65821 0.78957 0.0384
H 1.01695 4.49812 -0.07476 0.1312
H 3.48644 3.82351 0.17474 0.1301
H -5.53522 0.15194 1.33516 0.0903
C 2.31417 -1.64690 0.31119 -0.4439
C -4.71713 0.31719 0.64053 -0.0261
C -0.75636 0.71596 -0.88956 -0.5516
H 1.19946 -5.49862 0.50114 0.0595
C -4.14758 -2.13555 0.57488 -0.0320
H 1.03175 -1.13837 -1.23593 0.0221
C 2.68292 0.73823 0.28304 -0.1342
Cl -0.80762 -0.31730 -2.29178 0.7622
C -3.63062 -0.73120 0.86303 -0.4156
H -3.36369 -2.86954 0.74309 0.0799
N 2.77394 -2.66081 1.01931 0.1859
H -4.98754 -2.36029 1.22450 0.0876
H 1.21146 -2.81878 -0.91021 0.1174
C -1.59205 1.32816 1.25510 0.0081

***

3.
70
Properties=species:S:1:pos:R:3:lowdin_spin:R:1 method="wB97M-V/def2-TZVPD" spin_multiplicity=11 relative_energy_ev=0.771 homo_ev="-8.60 / -8.61" s2=30.005 total_energy_ev=-187595.446 mol_weight_g_mol=925.44 orbital_gap_ha="0.175 / 0.177"
F -4.07879 -0.43152 -3.39898 0.0008
H 2.17792 5.10957 1.71512 0.0000
H 7.21389 0.12032 -2.88472 0.0000
C 2.62065 4.73922 4.43115 0.0000
H -0.06853 3.06420 3.42250 0.0000
H 3.50277 0.33783 -2.26948 0.0000
O -0.50879 -6.11602 -1.27471 0.0035
C 0.49949 3.63325 4.17088 0.0000
F 0.88829 1.61814 -6.32877 0.0008
O 4.91996 -0.93763 -3.20398 0.0000
O 0.29043 3.63240 5.36255 0.0000
C 4.49582 0.05650 -2.64745 0.0000
F -1.13673 -4.70859 2.13153 0.0001
Mn -0.93131 -2.11081 -2.28195 4.7620
S 0.96365 -0.00891 -0.08546 0.0141
H -3.47190 -0.93953 3.00871 0.0000
O -0.67621 1.92661 -3.25697 0.0512
O -2.58321 -1.29205 -1.23611 0.0468
O -4.44608 -3.86446 0.70311 0.0000
O -2.64670 -5.34527 -0.33797 0.0034
H -5.62038 -3.87304 4.11167 0.0000
H -6.46092 -2.52313 3.40678 0.0000
F -0.11448 -6.51602 1.43580 0.0004
O -1.52276 0.88792 -5.26633 0.0067
C 1.14381 0.93796 -5.18905 0.0034
H 7.36814 1.77755 -2.74939 0.0000
F -5.61513 -0.23849 -1.92709 0.0008
Mn -0.82358 2.72877 -1.34538 4.7945
H 3.17396 5.51367 3.89721 0.0000
O -0.53565 -0.46074 -3.52408 0.0425
H 4.47676 3.04112 -2.53763 0.0000
H -3.01278 -2.11570 4.12303 0.0000
O -0.93077 -3.73138 -1.04698 0.0539
H 3.36427 3.92765 4.48183 0.0000
O 0.32581 -1.04690 -0.90496 0.0426
F 0.80906 -4.58670 1.21080 0.0001
F -4.58852 1.54031 -2.69378 0.0005
N -4.48298 -2.72295 2.70754 0.0000
C -4.49635 0.27422 -2.33956 0.0028
N 5.36933 1.08424 -2.40450 0.0000
N 1.54730 4.29166 3.59181 0.0001
H 2.65066 3.61538 2.05648 0.0000
S -1.22442 -5.09842 -0.53633 0.0095
C 1.73132 4.21694 2.16672 0.0004
H 4.13846 2.07148 -1.08392 0.0000
O -3.77067 0.23380 0.22406 0.0073
C -5.72036 -3.29603 3.18723 0.0000
C 4.89210 2.29881 -1.84682 0.0000
O 0.53865 1.33343 -0.58529 0.0549
H 5.63412 2.77856 -1.20158 0.0000
O -2.15419 1.12482 -1.27588 0.0505
F 0.41849 -1.45960 2.01204 0.0007
C 6.65119 1.03219 -3.09314 0.0000
H -6.02724 -3.97967 2.39437 0.0000
H 2.25034 4.89162 5.43891 0.0000
S -0.55107 0.83500 -4.22066 0.0155
H -4.64186 -1.30589 4.28448 0.0000
C -4.01338 -3.05356 1.48887 0.0001
F -1.10919 0.00242 1.49359 0.0006
F 0.78277 0.60585 2.45039 0.0006
C -0.33872 -5.24687 1.20755 0.0010
H -3.22813 -2.34971 1.15867 0.0000
F 1.60650 -0.24984 -5.53169 0.0007
F 2.04670 1.65544 -4.52588 0.0004
H 6.54794 1.03029 -4.17834 0.0000
C 0.17091 -0.22344 1.62004 0.0028
H 0.96606 3.78260 1.53271 0.0008
O 2.37499 -0.21864 0.01026 0.0078
S -3.11544 0.03823 -1.04105 0.0153
C -3.90530 -1.73851 3.61749 0.0000

***

4.
38
Properties=species:S:1:pos:R:3:lowdin_charge:R:1 method="wB97M-V/def2-TZVPD" relative_energy_ev=0.000 homo_ev=-14.65 total_energy_ev=-32795.697 mol_weight_g_mol=352.21 orbital_gap_ha=0.258 charge=+2
C 1.63516 -1.44836 -3.06437 -0.2239
C 0.16798 3.08856 2.21804 -0.0255
H -2.19711 2.70975 4.59706 0.1220
H 3.34875 -2.38396 -2.22519 0.1020
C -0.01415 2.91281 -0.23102 -0.0841
H 0.10251 -0.22939 -3.53332 0.1328
H 2.15798 -1.95420 1.79234 0.1002
H 1.86604 -3.09044 -1.62296 0.0877
C -0.40747 3.06725 3.47757 -0.0397
H -1.71432 -1.08043 -2.62439 0.1382
H 1.20984 3.36152 2.09891 0.1260
H -0.09584 -2.97272 -0.86456 0.1094
C -2.52748 2.43432 2.49823 -0.0482
H -2.56152 2.26436 0.35997 0.1208
H 0.23577 -0.61702 1.81062 0.1263
H 1.49165 -2.17555 -3.86828 0.1461
N -0.57028 -1.09606 -0.04917 -0.1424
H -0.66315 3.03085 -1.08992 0.0468
C -1.74871 2.73152 3.61269 -0.0363
H 1.57959 -3.08470 0.59415 0.0942
C 0.16265 -1.49988 1.17141 -0.2278
S 2.50206 -1.12860 -0.39616 0.9463
H -3.57648 2.20229 2.61979 0.1194
N 0.34689 -0.79644 -2.72402 -0.1633
H 0.98029 3.32580 -0.33613 0.0517
H -1.80791 -2.64875 -0.82168 0.1494
C -0.60394 2.79350 1.08892 -0.3660
H 2.29054 -0.66660 -3.45273 0.1340
C -0.81661 -1.67579 -2.44607 -0.1445
C 1.56536 -2.03424 0.88168 -0.3878
H -0.38632 -2.26021 1.73283 0.1464
C 2.33364 -2.14989 -1.90606 -0.3814
H 0.17927 3.31970 4.34958 0.1218
C -1.95769 2.46638 1.23888 -0.0484
H -1.45852 -0.70184 0.25540 0.1337
C -0.83626 -2.19117 -1.01304 -0.1487
H -0.84183 -2.51649 -3.14307 0.1471
In 0.62958 0.69411 -0.98589 1.0656

***

5.
48
Properties=species:S:1:pos:R:3:lowdin_charge:R:1 method="wB97M-V/def2-TZVPD" homo_ev="-11.30 / -11.29" total_energy_ev=-333039.173 mol_weight_g_mol=801.96 orbital_gap_ha="0.239 / 0.235" charge=+1
H 3.37248 0.59395 0.51896 0.1198
C 1.14448 3.99484 0.74585 0.0462
C 0.83149 2.74999 0.26936 -0.2782
C 2.00883 -1.35826 -0.15824 -0.5215
C 3.64417 0.16406 3.27907 -0.1317
H 1.94398 4.13815 1.45753 0.1329
H 1.18651 -2.31880 -1.88043 0.0799
C 2.56959 0.89794 -0.14934 -0.1373
C 0.87266 0.78912 1.77618 -0.2966
H 4.02456 -0.00801 4.29025 0.0490
C -0.92224 3.46150 -1.04308 -0.2504
Sb -3.14957 -0.23737 -3.61086 0.0640
N 1.95781 -0.17926 -0.87865 -0.0357
H 1.87609 0.62605 6.12405 0.0822
H 2.89336 1.67263 -0.84120 0.1392
Se -4.31667 1.70048 -4.06482 0.1165
Si 1.79393 0.11366 3.35649 0.5024
H 1.32826 -2.31622 3.26385 0.0353
H 2.33708 2.30181 5.77288 0.0894
C 1.29235 -2.49226 -0.81436 -0.1663
H 1.77381 -3.45466 -0.63852 0.1313
C 1.55139 1.55592 5.64856 -0.1112
H -2.66353 2.36701 -1.56790 0.0073
H 3.98787 1.15611 2.97703 0.0462
N -0.00588 -2.26674 -0.15182 -0.0165
C -0.66402 4.76581 -0.62138 0.0166
H -2.62368 4.02365 -2.19923 0.0873
H 0.01144 -2.63182 0.79385 0.0995
O 1.26169 1.37861 4.26543 -0.2607
C -2.02351 3.14340 -1.98498 -0.1027
H 0.65152 1.90083 6.15414 0.0899
Se -2.41515 -0.37911 -0.77843 0.2782
H 0.54309 6.05293 0.58766 0.1258
H -1.29236 5.56069 -0.99716 0.1273
O 2.37088 -1.43818 1.01356 0.0158
N 1.46911 1.53820 0.67657 -0.0403
C 0.36014 5.03761 0.26274 -0.0056
Se -0.61106 -0.23744 -2.49473 0.3205
H 1.23298 -1.67887 4.90775 0.0457
H -0.78878 -2.67691 -0.64715 0.0500
Mn 0.03190 0.43353 -0.33126 0.2484
C 0.98739 -1.47315 3.86308 -0.1217
Se -3.16034 -2.41972 -4.33990 0.0738
O -0.34432 0.66733 1.64426 0.0054
H -1.61480 2.76550 -2.92300 0.0559
N -0.14306 2.46728 -0.59283 0.1119
H -0.09723 -1.38196 3.78585 0.0490
H 4.07337 -0.58987 2.62446 0.0338

***

6.
38
Properties=species:S:1:pos:R:3:lowdin_charge:R:1 method="wB97M-V/def2-TZVPD" relative_energy_ev=0.087 homo_ev=-8.92 total_energy_ev=-30242.309 mol_weight_g_mol=255.38 orbital_gap_ha=0.353 smiles="CCCCOCCCNC(=O)Cc1cccs1"
C 1.77383 0.66867 0.38574 -0.2310
H 0.01996 -0.40652 -4.19224 0.0716
H 0.40933 -1.95654 -0.81085 0.1034
C 0.70217 -1.25410 -4.20163 -0.1121
H 0.69665 0.66030 0.17298 0.0853
S -2.10409 1.24509 -0.45872 1.0479
C -2.67697 1.98574 1.92344 -0.1486
N -0.18663 -0.22458 2.49686 0.0688
H 2.29309 0.06979 -2.08331 0.1220
C -0.98179 -1.06483 1.80444 -0.5051
H 1.48815 -1.35259 2.14450 0.1220
C 2.09388 -0.80657 -1.44842 -0.2137
H 1.21933 -2.93537 -2.96310 0.1062
H -0.49808 -2.53870 -2.97351 0.1051
H 1.67334 1.69863 2.27101 0.1133
H 2.80424 -1.59662 -1.70733 0.1291
H 3.06457 0.61167 2.09116 0.1164
H -0.56433 0.66505 2.78867 0.1312
C -2.26294 2.92805 -0.13676 -0.4043
O 2.39199 -0.49706 -0.10393 -0.1439
C 1.99910 0.72635 1.89401 -0.1416
H 1.72009 -0.87699 -4.25807 0.0648
H 1.52454 -0.42141 3.66686 0.1192
H -2.12220 3.63007 -0.93397 0.0603
H 0.50688 -1.84014 -5.09703 0.0669
H -2.93285 -1.21751 0.95979 0.1217
H 2.20806 1.55875 -0.10010 0.1290
C 1.24334 -0.39568 2.60887 -0.1693
H -2.92501 1.97523 2.97094 0.1132
C -2.46157 0.85558 1.19414 -0.5451
C -2.56911 3.17160 1.16078 -0.1873
O -0.62070 -2.12714 1.35311 0.0640
C 0.50561 -2.10893 -2.95446 -0.2612
H -2.91561 -0.63517 2.63634 0.1294
C 0.66346 -1.31672 -1.65860 -0.1950
H -2.71599 4.15668 1.56581 0.1007
C -2.42578 -0.55507 1.66303 -0.1042
H -0.03800 -0.47905 -1.67043 0.0707

***

no.,maximum force (hartree/bohr)
1,0.057
2,0.025
3,0.066
4,0.033
5,0.027
6,0.013